1.
{
  "formula": "C28H40N2O4",
  "method": "wB97M-V/def2-TZVPD",
  "homo_lumo_gap_ev": 10.13,
  "homo_ev": -9.6,
  "symbols": ["O", "O", "O", "O", "N", "N", "C", "C", "C", "C", "C", "C", "C", "C", "C", "C", "C", "C", "C", "C", "C", "C", "C", "C", "C", "C", "C", "C", "C", "C", "C", "C", "C", "C", "H", "H", "H", "H", "H", "H", "H", "H", "H", "H", "H", "H", "H", "H", "H", "H", "H", "H", "H", "H", "H", "H", "H", "H", "H", "H", "H", "H", "H", "H", "H", "H", "H", "H", "H", "H", "H", "H", "H", "H"],
  "coordinates": [[1.616, 1.753, -2.832], [-1.255, -1.448, 2.299], [-1.898, -4.536, 2.088], [-0.286, -1.029, 4.316], [3.017, 7.425, -2.400], [-3.658, 3.284, 2.573], [2.795, 6.351, -1.643], [-1.233, -5.705, 6.260], [-1.442, 3.857, 3.294], [-1.906, 1.642, 2.538], [-2.500, -2.072, 2.014], [3.603, -1.476, -2.583], [-0.954, -1.724, 3.625], [-2.774, 4.160, 3.049], [2.536, 0.782, -2.366], [-1.004, 2.569, 3.032], [2.758, -0.402, -3.320], [-0.124, -3.411, -1.158], [1.539, 5.805, -1.426], [2.215, -3.621, -2.161], [-1.610, -3.066, 3.934], [1.955, 7.993, -2.971], [-1.955, -1.673, -0.501], [-3.214, 2.051, 2.326], [-1.596, -4.631, 5.866], [0.657, 7.531, -2.817], [-1.543, -2.841, -1.435], [0.773, -3.116, -2.396], [2.228, 2.652, -3.747], [0.448, 6.412, -2.028], [-3.018, -2.052, 0.557], [3.299, -2.929, -2.999], [-2.544, -3.439, 2.705], [-2.110, -3.345, 5.372], [2.428, -3.575, -1.086], [-3.956, 1.361, 1.936], [-1.335, -4.237, 1.364], [-0.717, -6.623, 6.426], [-1.066, -1.205, -0.068], [2.834, 3.390, -3.203], [3.512, 1.276, -2.204], [2.843, 2.098, -4.465], [2.228, -4.686, -2.434], [3.118, -3.007, -4.078], [-3.890, -1.396, 0.514], [-0.168, 8.034, -3.304], [-1.603, 0.628, 2.321], [0.331, -3.018, -0.241], [-0.550, 6.017, -1.883], [1.419, 4.929, -0.804], [-3.207, -3.376, 5.358], [-2.302, -3.629, -1.350], [3.553, -1.337, -1.495], [-2.412, -0.900, -1.132], [4.651, -1.283, -2.847], [3.321, -0.042, -4.189], [2.203, 0.432, -1.382], [-3.162, 5.154, 3.243], [2.166, 8.864, -3.582], [-0.190, -4.506, -1.089], [-0.770, -3.762, 3.809], [-3.399, -3.059, 0.349], [0.027, 2.290, 3.212], [0.333, -3.700, -3.211], [-0.769, 4.610, 3.681], [-3.489, -3.716, 3.175], [0.702, -2.038, -2.561], [-3.233, -1.487, 2.597], [3.677, 5.911, -1.190], [1.818, -0.802, -3.710], [1.435, 3.184, -4.279], [-1.591, -2.519, -2.482], [4.227, -3.497, -2.832], [-1.834, -2.530, 6.050]],
  "forces_ev_per_a": [[0.060, -0.069, -0.119], [0.780, -0.107, 0.054], [-0.895, -0.088, -0.822], [0.260, 0.206, -0.127], [-0.146, -0.067, 0.015], [0.117, -0.049, 0.019], [0.122, 0.075, -0.039], [0.471, 0.169, -0.480], [-0.012, -0.049, -0.025], [-0.067, 0.053, -0.038], [-2.521, -0.236, 0.145], [0.185, 0.141, -0.975], [-1.155, -0.805, -0.364], [-0.144, 0.024, -0.028], [0.227, 0.145, -0.151], [0.091, 0.028, 0.026], [0.307, 0.175, 0.458], [-0.392, -0.342, -1.232], [-0.002, -0.001, 0.005], [-0.522, 0.010, -0.765], [0.599, -0.683, 0.187], [0.146, 0.040, -0.012], [-0.593, 0.153, -0.887], [-0.078, 0.109, 0.011], [-0.419, 0.121, 0.201], [0.026, -0.033, 0.019], [0.047, -0.049, 0.623], [0.121, -0.560, 1.387], [-0.236, -0.070, 0.185], [-0.097, -0.029, 0.002], [1.036, -0.094, 0.244], [0.623, -0.123, 0.890], [2.641, 0.900, 2.307], [-0.248, 0.296, -0.263], [0.279, 0.172, -0.187], [0.035, -0.039, -0.007], [-0.071, 0.085, 0.009], [-0.270, -0.006, 0.258], [-0.185, -0.117, 0.127], [0.067, -0.129, -0.156], [-0.108, -0.163, 0.100], [-0.012, 0.251, -0.017], [-0.003, 0.111, 0.226], [-0.245, 0.131, 0.183], [0.275, 0.086, -0.046], [0.020, 0.014, -0.009], [0.003, 0.145, -0.001], [-0.127, 0.037, -0.089], [0.012, -0.003, 0.004], [0.018, -0.006, -0.011], [0.121, -0.001, 0.138], [0.180, 0.067, -0.008], [-0.219, -0.221, -0.130], [0.160, -0.050, 0.130], [-0.134, 0.010, 0.173], [-0.123, -0.156, 0.031], [-0.223, 0.032, -0.227], [0.060, 0.017, 0.016], [-0.063, 0.007, -0.007], [0.119, 0.163, 0.326], [0.011, 0.213, -0.050], [0.080, 0.146, -0.021], [-0.021, -0.029, 0.013], [0.027, 0.559, -0.232], [-0.026, 0.015, 0.003], [-0.259, -0.170, -0.935], [0.167, -0.179, -0.305], [0.021, -0.119, -0.113], [-0.038, -0.044, 0.027], [0.022, 0.126, 0.267], [0.092, -0.111, 0.061], [0.084, 0.048, 0.175], [-0.175, 0.032, -0.079], [0.121, -0.115, -0.090]],
  "lowdin_charge": [-0.197, -0.001, 0.002, 0.167, 0.052, 0.049, -0.164, 0.112, -0.075, -0.058, -0.264, -0.201, -0.408, -0.162, -0.251, -0.068, -0.181, -0.210, -0.080, -0.209, -0.144, -0.159, -0.173, -0.154, -0.130, -0.076, -0.193, -0.203, -0.105, -0.081, -0.098, -0.213, -0.239, -0.137, 0.108, 0.097, 0.090, 0.027, 0.104, 0.081, 0.126, 0.080, 0.110, 0.116, 0.112, 0.100, 0.077, 0.106, 0.106, 0.103, 0.120, 0.103, 0.109, 0.108, 0.108, 0.104, 0.120, 0.100, 0.101, 0.110, 0.156, 0.112, 0.109, 0.118, 0.099, 0.157, 0.097, 0.156, 0.102, 0.101, 0.090, 0.103, 0.104, 0.124]
}

2.
{
  "formula": "C53H74N12",
  "method": "wB97M-V/def2-TZVPD",
  "homo_lumo_gap_ev": 4.67,
  "homo_ev": -6.0,
  "symbols": ["N", "N", "N", "N", "N", "N", "N", "N", "N", "N", "N", "N", "C", "C", "C", "C", "C", "C", "C", "C", "C", "C", "C", "C", "C", "C", "C", "C", "C", "C", "C", "C", "C", "C", "C", "C", "C", "C", "C", "C", "C", "C", "C", "C", "C", "C", "C", "C", "C", "C", "C", "C", "C", "C", "C", "C", "C", "C", "C", "C", "C", "C", "C", "C", "C", "H", "H", "H", "H", "H", "H", "H", "H", "H", "H", "H", "H", "H", "H", "H", "H", "H", "H", "H", "H", "H", "H", "H", "H", "H", "H", "H", "H", "H", "H", "H", "H", "H", "H", "H", "H", "H", "H", "H", "H", "H", "H", "H", "H", "H", "H", "H", "H", "H", "H", "H", "H", "H", "H", "H", "H", "H", "H", "H", "H", "H", "H", "H", "H", "H", "H", "H", "H", "H", "H", "H", "H", "H", "H"],
  "coordinates": [[12.517, 12.715, 12.489], [14.862, 15.343, 15.195], [9.405, 11.811, 14.264], [18.838, 11.316, 14.151], [18.450, 10.181, 11.298], [14.752, 8.516, 11.609], [11.695, 9.593, 14.774], [18.933, 15.727, 13.328], [17.510, 14.098, 11.493], [13.180, 17.639, 13.939], [16.010, 11.931, 9.685], [13.720, 13.927, 10.561], [12.657, 9.037, 14.731], [19.718, 11.133, 15.181], [17.961, 10.314, 13.977], [13.928, 8.291, 14.640], [18.408, 13.756, 16.018], [15.291, 9.736, 11.350], [16.112, 14.506, 9.632], [17.693, 10.747, 8.390], [19.503, 16.922, 13.658], [19.547, 16.205, 11.029], [19.175, 12.395, 12.453], [20.684, 12.522, 12.662], [18.942, 15.371, 12.017], [16.627, 13.316, 11.452], [13.859, 15.941, 12.031], [15.378, 10.624, 7.796], [13.463, 16.916, 13.101], [18.775, 11.155, 11.811], [12.751, 12.698, 15.436], [15.728, 10.028, 15.222], [12.488, 11.448, 12.983], [16.380, 16.586, 11.962], [17.496, 8.905, 11.935], [15.343, 15.452, 12.128], [16.043, 14.680, 8.090], [21.184, 13.743, 13.349], [12.747, 10.279, 12.204], [17.853, 9.176, 14.812], [12.860, 13.851, 14.483], [11.348, 12.309, 15.949], [15.477, 12.431, 11.484], [15.582, 7.478, 12.070], [15.122, 9.182, 14.160], [17.276, 15.088, 14.212], [18.750, 9.026, 15.862], [12.976, 10.468, 10.843], [19.705, 10.051, 16.064], [19.951, 17.467, 11.447], [12.802, 12.869, 11.142], [15.038, 11.436, 8.891], [18.096, 13.862, 14.554], [15.334, 11.756, 12.830], [16.664, 9.973, 11.551], [16.743, 10.327, 7.532], [16.949, 7.683, 12.209], [19.999, 17.847, 12.785], [13.079, 11.792, 10.310], [14.759, 14.155, 10.173], [15.098, 12.711, 14.007], [10.284, 12.037, 14.980], [17.318, 11.604, 9.425], [17.375, 14.351, 7.348], [15.938, 15.215, 14.766], [18.651, 14.692, 16.521], [17.530, 6.846, 12.567], [19.215, 13.050, 16.213], [18.698, 10.449, 8.131], [17.358, 16.144, 12.156], [19.378, 17.130, 14.711], [18.036, 11.922, 10.167], [13.304, 11.848, 15.038], [14.030, 11.653, 9.213], [17.077, 10.958, 11.392], [13.903, 14.168, 14.479], [19.598, 15.932, 9.985], [20.287, 10.089, 16.974], [16.889, 13.778, 9.866], [11.467, 11.467, 16.631], [18.739, 13.129, 11.775], [20.366, 11.972, 15.384], [13.134, 15.127, 12.043], [15.368, 11.718, 10.667], [13.308, 11.955, 9.267], [17.235, 14.484, 6.276], [17.600, 13.341, 16.621], [19.012, 13.899, 13.963], [18.633, 8.214, 16.564], [11.014, 13.168, 16.531], [15.067, 10.800, 15.618], [17.591, 13.292, 7.486], [14.593, 13.050, 11.330], [16.267, 17.385, 12.694], [17.005, 9.753, 6.655], [12.631, 13.593, 13.449], [16.560, 10.645, 14.884], [15.123, 6.514, 12.233], [13.779, 16.525, 11.114], [16.397, 15.437, 10.121], [15.447, 14.940, 13.085], [16.173, 9.402, 15.996], [14.670, 10.248, 7.072], [14.667, 10.554, 11.023], [13.266, 12.972, 16.357], [15.656, 15.661, 7.814], [18.560, 8.980, 12.108], [17.063, 8.479, 14.573], [14.442, 11.135, 12.739], [14.696, 12.159, 14.857], [21.111, 12.549, 11.660], [14.813, 9.852, 13.358], [18.592, 12.472, 13.371], [15.884, 8.498, 13.787], [20.492, 18.768, 13.060], [13.731, 7.516, 13.899], [12.842, 13.867, 10.730], [16.180, 11.092, 13.007], [15.301, 14.050, 7.602], [13.160, 9.592, 10.238], [17.267, 10.463, 13.162], [17.811, 15.958, 14.591], [14.300, 13.436, 13.846], [15.447, 14.694, 11.352], [12.108, 11.409, 13.993], [20.960, 11.626, 13.217], [18.179, 14.999, 7.696], [17.105, 15.273, 13.151], [20.803, 14.648, 12.875], [18.485, 14.438, 11.722], [17.586, 12.975, 14.179], [16.492, 17.039, 10.977], [20.336, 18.188, 10.741], [12.631, 9.276, 12.588], [21.038, 13.717, 14.429], [16.012, 13.203, 14.339], [12.112, 14.589, 14.773], [22.255, 13.863, 13.188], [13.992, 7.803, 15.613]],
  "forces_ev_per_a": [[-0.443, -3.533, -5.217], [2.846, 1.457, 0.632], [0.677, 0.362, 0.541], [0.078, -7.141, 7.723], [11.960, 7.153, -6.874], [1.541, -2.052, -0.305], [-4.326, 1.714, 0.972], [6.560, 3.825, -4.413], [-14.079, -8.319, -3.341], [-0.237, 0.615, 0.290], [4.995, -0.364, -11.927], [6.299, -1.773, 1.443], [4.574, -2.687, 0.189], [-0.674, -0.788, 0.631], [2.689, 0.334, 1.423], [-0.560, 0.788, -0.395], [-0.048, -0.540, 1.187], [2.850, -3.758, 0.279], [-1.700, 1.621, -5.176], [0.748, 0.664, 0.686], [-1.440, -0.976, 0.345], [-1.133, 0.661, 1.556], [-0.163, 1.946, -4.511], [-0.444, -0.844, -0.647], [8.544, 5.113, 2.300], [1.803, -0.674, 3.139], [0.620, 1.707, 1.169], [1.177, 0.096, 0.172], [0.604, -1.337, -0.849], [4.546, 1.166, 0.562], [-0.203, -0.167, 0.942], [-1.293, 1.285, 1.795], [-1.524, 0.955, -2.624], [-0.500, -0.386, 0.047], [-3.366, -4.528, 2.266], [-2.274, 2.221, 0.711], [0.172, -0.024, -1.083], [0.903, 0.909, 0.117], [-1.493, 1.165, 0.536], [3.243, -0.571, -0.590], [-2.083, 2.115, 2.700], [0.301, 0.548, 0.097], [-1.033, 0.429, 8.504], [-1.280, 2.875, -2.573], [-1.072, -0.205, 1.173], [-1.621, 0.330, 1.927], [-0.219, 0.861, -0.730], [-1.482, 2.668, -1.020], [-0.807, 0.364, -0.694], [0.706, 0.115, -0.798], [0.174, -5.714, 3.666], [4.148, -2.125, -3.875], [-0.732, -0.043, 0.574], [-0.092, 2.127, 1.864], [-6.597, -2.514, -0.766], [-2.601, -0.299, -0.583], [-1.307, -1.574, -0.415], [0.039, -0.571, -0.684], [-4.323, -3.992, 0.696], [7.266, 3.900, -7.046], [1.733, -1.636, -0.664], [-0.810, -0.226, -0.422], [-1.390, -0.538, -0.708], [-0.974, 0.298, 0.470], [-1.831, -0.117, 2.664], [0.167, 0.238, -0.341], [0.400, 0.064, -0.048], [-0.031, 0.501, 0.014], [0.370, 0.273, 0.672], [-0.813, 1.256, -0.780], [0.396, 0.256, 0.440], [0.003, 0.689, -0.924], [-0.911, -0.067, 0.788], [6.715, -2.307, -1.716], [-3.369, -1.245, 0.102], [-2.985, 2.065, 1.797], [-0.060, -0.144, -0.118], [0.368, -0.160, -0.162], [-1.113, 0.928, -1.983], [-0.300, -0.078, -0.108], [2.275, -1.199, -0.275], [0.317, -0.189, -0.176], [0.027, 0.526, 0.417], [-0.705, 0.059, 3.781], [-7.748, 2.564, 1.254], [0.050, 0.223, 0.016], [-0.470, 0.036, -0.155], [-0.631, 0.326, 0.935], [0.140, -0.107, 0.018], [-0.183, -0.006, 0.116], [-0.448, -0.842, 0.587], [0.310, 0.170, 0.184], [1.777, -2.233, 2.420], [-0.299, -0.022, 0.073], [-0.019, -0.111, -0.031], [-0.343, 1.043, 1.893], [-1.633, 0.077, 0.580], [-0.221, 0.012, 0.065], [-0.335, -0.211, -0.300], [0.031, -0.145, -0.784], [-0.430, 0.213, -1.212], [-0.588, 0.398, 0.544], [-0.439, 0.105, 0.211], [0.506, -1.368, 0.136], [0.256, -0.006, 0.307], [0.344, 0.394, 0.200], [-0.533, -2.289, 1.846], [1.218, -0.204, 0.485], [0.602, 0.576, -0.031], [1.152, 0.582, -0.539], [0.244, -0.555, -0.015], [-0.173, -1.370, 0.970], [0.687, 0.957, -2.570], [-1.063, 0.491, 0.024], [-0.269, 0.061, 0.249], [0.140, -0.103, -0.026], [-15.084, 5.759, -1.699], [-1.399, 1.394, 0.227], [-0.145, -0.485, 0.485], [-0.188, 0.068, -0.293], [0.899, -0.265, 1.296], [-1.403, -0.279, 0.880], [2.237, -1.915, -1.894], [0.095, 1.660, 2.151], [0.240, -0.321, -1.099], [0.644, -0.037, -0.443], [0.193, -0.202, -0.052], [-0.010, -1.057, 1.867], [-0.074, -0.272, 0.568], [6.346, 2.434, 1.737], [-0.324, 0.494, 0.890], [-0.544, 0.090, -0.137], [0.104, -0.040, -0.339], [0.005, 0.506, -0.292], [-0.205, 0.390, -0.004], [-0.722, -0.646, -0.262], [0.329, 0.697, 0.359], [0.258, -0.447, 0.122], [0.725, -0.017, 0.045]],
  "lowdin_charge": [0.084, 0.199, 0.153, -0.021, 0.037, 0.085, 0.211, -0.105, 0.119, 0.158, -0.083, 0.125, -0.201, -0.102, -0.147, -0.084, -0.043, -0.141, -0.130, -0.048, -0.099, -0.013, -0.234, -0.181, -0.206, -0.057, -0.097, 0.022, -0.220, -0.130, -0.261, -0.092, -0.086, -0.034, -0.164, -0.210, -0.184, -0.090, -0.104, -0.091, -0.183, -0.174, -0.174, -0.109, -0.234, -0.237, -0.024, -0.055, -0.020, -0.080, -0.164, -0.079, -0.237, -0.168, -0.151, -0.065, -0.061, -0.056, -0.068, -0.049, -0.073, -0.272, -0.080, -0.068, -0.187, 0.090, 0.120, 0.041, 0.120, 0.025, 0.119, 0.103, 0.047, -0.039, 0.071, -0.018, 0.098, 0.104, 0.089, 0.109, 0.069, 0.093, 0.102, -0.003, 0.088, 0.074, 0.090, 0.075, 0.112, 0.120, 0.089, 0.049, 0.074, 0.119, 0.107, -0.043, 0.062, 0.110, 0.128, 0.109, 0.062, 0.104, 0.104, 0.049, 0.125, 0.104, 0.134, 0.088, 0.064, 0.046, 0.124, 0.063, 0.026, 0.053, 0.104, 0.105, -0.017, 0.061, 0.097, 0.130, 0.069, 0.119, 0.002, 0.015, 0.036, 0.103, 0.067, 0.050, 0.059, -0.149, 0.080, 0.103, 0.099, 0.087, 0.076, 0.063, 0.113, 0.086, 0.124]
}